Below is C30H48BN7Re as an isolated structure, with properties calculated with ωB97M-V/def2-TZVPD.

The geometry in XYZ format:
```
87
Properties=species:S:1:pos:R:3:forces:R:3
Re 0.44181 -0.29438 0.01043 -0.016 -0.246 0.174
C 2.06848 2.48817 4.38889 0.011 -0.011 -0.002
C 2.03002 1.33803 3.44467 -0.104 0.046 0.010
C 2.83315 0.20519 3.40134 0.068 -0.048 -0.028
C 2.43270 -0.51065 2.27678 -0.009 -0.007 0.042
N 1.38195 0.12599 1.72940 0.035 -0.055 -0.088
N 1.15581 1.26874 2.42432 0.035 -0.035 0.017
B 0.40968 2.35805 1.62600 0.057 0.075 -0.076
N -1.01927 1.88248 1.32495 -0.018 0.026 -0.015
N -1.25430 0.81516 0.49284 -0.094 0.122 0.046
C -2.59261 0.75513 0.29438 0.029 -0.074 -0.012
C -3.19235 1.78002 1.02294 -0.026 0.033 0.024
C -2.17843 2.47826 1.64498 -0.025 -0.003 0.042
C -2.27282 3.68957 2.50737 0.014 -0.003 -0.011
C -3.37143 -0.25898 -0.52281 -0.006 0.014 -0.004
C -3.85848 -1.39293 0.39262 -0.010 -0.005 -0.012
C -4.60915 0.43762 -1.11217 -0.004 -0.012 -0.004
C -2.57439 -0.82901 -1.68999 -0.018 0.019 0.003
N 1.13970 2.51709 0.24359 -0.098 -0.047 0.045
N 1.14851 1.45163 -0.63545 0.029 0.101 -0.140
C 1.60385 1.91903 -1.83963 -0.003 -0.019 0.067
C 1.91729 3.24799 -1.70092 0.010 0.018 0.023
C 1.60985 3.59454 -0.37204 0.047 0.028 -0.056
C 1.74722 4.92212 0.28417 -0.018 -0.008 0.007
C 1.61487 1.04308 -3.06690 -0.005 0.008 -0.020
C 1.57689 1.93489 -4.31400 0.005 -0.007 0.001
C 0.35356 0.17629 -3.06132 -0.031 0.002 -0.015
C 2.87155 0.16659 -3.12259 0.000 -0.001 -0.008
C 3.05265 -1.69487 1.58385 0.067 0.022 -0.017
C 2.78799 -1.56815 0.07521 -0.079 -0.062 0.038
C 4.57622 -1.62670 1.77619 -0.010 -0.009 0.018
C 2.54729 -3.02864 2.14158 -0.010 -0.016 0.034
H 2.81120 2.30838 5.16185 0.000 0.000 -0.002
H 1.10018 2.63455 4.86727 -0.001 0.000 -0.006
H 2.32876 3.41181 3.87127 -0.001 -0.003 0.001
H 3.63621 -0.02954 4.07869 0.001 0.006 -0.011
H 0.40350 3.39298 2.20974 0.009 -0.010 0.000
H -4.24156 2.00938 1.07832 0.010 -0.003 -0.008
H -3.31855 3.91679 2.69858 0.000 0.000 -0.001
H -1.82057 4.55461 2.02146 0.001 -0.001 0.004
H -1.77088 3.54147 3.46288 -0.001 -0.002 0.000
H -4.39139 -0.99504 1.25701 0.002 0.000 0.000
H -3.03936 -2.01739 0.74740 -0.029 0.021 -0.015
H -4.54759 -2.03382 -0.15986 0.001 -0.002 0.003
H -5.31581 0.73337 -0.33781 0.006 -0.002 -0.007
H -5.12769 -0.25565 -1.77512 -0.001 0.004 0.002
H -4.33534 1.32188 -1.68907 0.003 -0.006 0.007
H -1.63559 -1.28985 -1.37229 0.010 -0.013 -0.007
H -2.36013 -0.05945 -2.42909 0.009 -0.003 0.000
H -3.15949 -1.60698 -2.18329 0.008 -0.007 0.004
H 2.29600 3.91811 -2.45302 -0.001 -0.003 0.004
H 2.26277 5.61155 -0.37896 0.000 0.003 0.002
H 2.30946 4.84355 1.21406 0.001 -0.001 -0.004
H 0.76762 5.33932 0.52092 0.001 -0.001 -0.003
H 0.71306 2.60063 -4.30553 0.005 -0.002 -0.001
H 1.52320 1.31373 -5.20812 -0.003 0.002 0.003
H 2.48085 2.53953 -4.39077 -0.002 -0.002 0.002
H -0.54260 0.79150 -3.01771 -0.001 -0.008 0.009
H 0.33329 -0.55415 -2.21746 0.069 0.017 0.000
H 0.30455 -0.44878 -3.95473 0.006 0.002 0.002
H 3.77568 0.77001 -3.03808 0.000 -0.005 0.004
H 2.90614 -0.35759 -4.07842 0.003 -0.003 0.004
H 2.87904 -0.58349 -2.33239 -0.004 0.015 -0.033
H 3.15451 -0.61680 -0.30761 -0.010 0.007 -0.001
H 1.73128 -1.79421 -0.27493 0.012 0.076 0.013
H 3.29896 -2.36348 -0.47369 0.040 0.031 0.005
H 4.98725 -0.68644 1.40651 -0.008 -0.003 -0.002
H 5.05655 -2.44898 1.24485 -0.008 0.004 -0.001
H 4.83472 -1.72184 2.83042 0.003 -0.001 -0.005
H 1.47140 -3.15105 2.02748 0.003 0.016 -0.007
H 2.78309 -3.10292 3.20349 -0.003 -0.008 -0.005
H 3.04424 -3.85628 1.63247 -0.008 0.000 0.001
C -1.14712 -1.19423 3.04117 -0.037 0.000 0.001
C -0.97937 -2.24678 2.02245 -0.028 0.034 -0.022
C -1.33530 -3.61685 2.21028 -0.005 0.011 0.043
C -1.06147 -4.26650 1.04500 0.021 -0.012 -0.045
C -0.53178 -3.29751 0.14545 -0.064 -0.017 0.001
C -0.14789 -3.56800 -1.25588 -0.010 0.012 -0.010
N -0.47839 -2.06420 0.75341 0.155 0.032 -0.022
H -0.48898 -1.40323 3.89148 0.023 0.010 -0.011
H -2.16842 -1.23594 3.42927 0.008 -0.016 0.010
H -0.94538 -0.19850 2.66751 -0.009 -0.022 0.020
H -1.75109 -4.02451 3.11858 0.002 0.003 -0.007
H -1.20847 -5.30949 0.81205 -0.001 0.006 0.005
H 0.33273 -4.54348 -1.33272 0.007 0.000 -0.003
H 0.50453 -2.80737 -1.67995 -0.004 0.004 -0.004
H -1.04989 -3.61144 -1.87625 0.000 -0.011 0.008
```
Positions in Å, forces in eV/Å.

Its spin multiplicity is 2. Its LUMO energy (alpha / beta) is -7.313 / -7.729 eV. As for the expectation value of S²: 0.761. As for the net charge: +2.

Below is C30H48BaBrGeN5SSeSi3 as an isolated structure, with properties calculated with ωB97M-V/def2-TZVPD.

The geometry in XYZ format:
```
91
Properties=species:S:1:pos:R:3:forces:R:3
Ba 1.72161 -1.26137 0.32506 -0.328 0.214 0.030
C 5.65866 2.87975 0.61716 0.030 -0.013 -0.028
C 4.59127 1.99068 -0.02951 -0.024 -0.006 0.036
C 3.56927 2.83736 -0.78295 0.060 -0.018 0.066
C 3.97871 1.09625 1.02971 0.125 -0.119 -0.237
C 2.85447 1.46408 1.76648 -0.001 0.159 0.027
C 2.36865 0.65950 2.79321 -0.033 0.099 0.113
C 2.99189 -0.53903 3.12807 0.072 -0.091 0.159
C 2.48972 -1.41011 4.25292 0.009 0.078 -0.098
C 4.10016 -0.92045 2.37240 0.201 -0.046 -0.175
C 4.57901 -0.13117 1.32713 -0.322 -0.120 0.361
H 6.14447 3.50240 -0.13530 -0.009 -0.003 0.015
H 6.42435 2.27991 1.10958 0.000 0.019 0.010
H 5.20726 3.53571 1.36492 0.004 -0.007 -0.007
H 5.09185 1.33414 -0.74750 0.002 -0.004 -0.019
H 3.15671 3.62212 -0.14433 -0.026 -0.025 -0.034
H 2.74047 2.23096 -1.15515 -0.022 0.040 -0.014
H 4.04454 3.32724 -1.63301 -0.023 0.003 0.005
H 2.35713 2.40586 1.56164 0.038 -0.053 -0.010
H 1.50465 0.98866 3.36046 0.043 -0.027 0.022
H 3.29266 -1.61851 4.95935 -0.004 -0.007 0.013
H 2.13155 -2.37422 3.88314 0.012 -0.008 0.005
H 1.67604 -0.92686 4.79180 0.006 -0.011 0.003
H 4.58737 -1.86680 2.57873 0.001 0.009 -0.002
H 5.40892 -0.50299 0.73673 0.077 0.155 0.030
C -4.42124 -1.51984 1.94913 -0.025 -0.134 -0.075
Si -4.13730 0.31748 2.00507 0.086 0.048 -0.054
C -3.43758 0.80754 3.66111 0.112 0.086 0.079
C -5.70079 1.27226 1.66066 -0.119 0.065 -0.023
Ge -2.65178 0.91426 0.21823 -0.188 0.042 -0.052
Si -3.68195 0.69640 -1.95295 0.095 0.133 0.072
C -4.48775 2.34318 -2.30020 -0.049 0.094 -0.009
C -2.32023 0.36471 -3.18470 0.186 -0.004 -0.077
C -4.95396 -0.65712 -2.01746 -0.105 -0.215 0.103
Si -1.40072 2.93634 0.44203 0.058 -0.101 0.012
C -0.24408 3.03010 -1.02489 -0.014 -0.012 -0.084
C -0.44885 2.85119 2.04752 -0.127 -0.190 0.055
C -2.57057 4.38313 0.48478 -0.098 0.042 0.006
H -5.15876 -1.80922 2.70239 0.014 0.004 -0.001
H -3.49764 -2.06485 2.15740 -0.035 -0.030 -0.016
H -4.79145 -1.84145 0.97272 0.021 -0.024 0.046
H -4.10815 0.49879 4.46694 0.011 -0.005 -0.010
H -3.31021 1.89049 3.73118 0.008 -0.025 0.028
H -2.46638 0.33706 3.83133 -0.009 0.017 0.041
H -6.44181 1.07160 2.43897 0.003 0.022 -0.012
H -6.14382 0.99187 0.70305 -0.009 0.018 -0.005
H -5.51589 2.34933 1.64796 -0.030 -0.011 -0.004
H -3.74749 3.14488 -2.33161 -0.023 0.036 -0.009
H -5.23667 2.59596 -1.54565 0.012 0.023 -0.023
H -4.98953 2.31602 -3.27115 -0.004 0.010 0.019
H -1.69987 1.25354 -3.32956 0.004 -0.049 0.005
H -2.72635 0.07491 -4.15748 -0.016 0.012 0.015
H -1.67651 -0.44679 -2.83626 0.016 -0.017 -0.052
H -5.67575 -0.58170 -1.20122 -0.009 -0.008 -0.027
H -4.48492 -1.64186 -1.96326 -0.043 0.028 0.008
H -5.50872 -0.59844 -2.95775 0.016 0.011 0.002
H 0.31782 2.09626 -1.12155 0.027 0.029 -0.037
H 0.46316 3.85850 -0.94292 0.009 -0.012 -0.001
H -0.82019 3.16426 -1.94436 0.059 -0.005 -0.002
H 0.15336 1.94024 2.07383 -0.054 0.096 0.043
H -1.16153 2.80401 2.87446 0.077 -0.014 0.042
H 0.19758 3.71307 2.20984 0.075 0.067 -0.034
H -3.19028 4.43458 -0.41050 -0.028 0.035 -0.004
H -2.00713 5.31674 0.55983 -0.017 -0.005 0.001
H -3.23114 4.32280 1.35300 -0.004 0.027 -0.024
S -2.13078 -3.00331 -0.74587 0.080 -0.054 -0.031
C -1.64757 -1.60551 -0.19944 0.081 0.032 0.063
N -1.26431 -0.54327 0.21397 -0.032 -0.042 -0.031
Br 0.08957 -1.17743 -6.88290 -0.014 -0.013 -0.067
C 0.59727 -1.10223 -5.08123 -0.015 0.028 -0.034
C 0.37976 -2.18643 -4.25067 -0.015 -0.018 0.054
C 0.74290 -2.06402 -2.92146 0.066 0.018 0.048
N 1.28813 -0.95637 -2.40494 0.095 0.041 -0.192
C 1.51726 0.06709 -3.23719 -0.109 -0.068 0.078
C 1.18681 0.04671 -4.57697 0.021 0.003 0.006
H -0.06452 -3.10010 -4.61788 0.003 0.006 0.003
H 0.59329 -2.89700 -2.24108 -0.023 -0.005 0.006
H 1.98114 0.94784 -2.80862 -0.013 0.014 -0.012
H 1.38218 0.90080 -5.20878 -0.001 0.001 0.003
Se 5.29885 -3.62166 -0.19865 0.115 -0.032 -0.048
N 4.80089 -5.34144 -0.13925 -0.015 -0.199 0.013
C 3.47665 -5.37385 0.02382 -0.111 0.393 0.026
C 2.66089 -6.50631 0.12432 0.000 -0.083 -0.009
C 1.29163 -6.32687 0.30848 0.018 -0.184 0.005
C 0.74247 -5.06420 0.39361 0.258 0.177 -0.005
N 1.48054 -3.93074 0.29673 0.021 -0.197 -0.018
C 2.81259 -4.08215 0.11040 -0.057 -0.062 0.011
N 3.60543 -3.00187 0.00809 -0.105 -0.113 -0.072
H 3.10516 -7.49044 0.06084 -0.033 -0.001 0.007
H 0.63714 -7.18377 0.39490 0.027 -0.001 -0.004
H -0.31974 -4.93687 0.55109 -0.014 0.058 -0.010
```
Positions in Å, forces in eV/Å.

Its spin multiplicity is 2. Its LUMO energy (alpha / beta) is -2.375 / -2.448 eV. As for the expectation value of S²: 0.783. As for the net charge: +1.

Which of these has the lowest net charge?
C30H48BaBrGeN5SSeSi3

Look up the net charge of the second one.
+1